(1)
75
Properties=species:S:1:pos:R:3:forces:R:3:lowdin_charge:R:1 method="wB97M-V/def2-TZVPD" homo_lumo_gap_ev="6.97 / 6.44" s2=8.763 homo_ev="-9.68 / -10.15" e_above_lowest_kcal_mol=36.60 multiplicity=6 total_charge=+1
Fe -0.246903 0.949879 0.055277 -0.126 0.030 -0.189 0.739
C 5.383457 -2.200188 1.896809 -0.093 -0.092 0.070 -0.080
C 4.353208 -2.697844 2.909093 0.046 0.147 -0.126 -0.274
N 3.398073 -1.662588 3.275530 0.090 -0.111 -0.003 -0.017
C 2.262115 -1.358152 2.590882 -0.394 0.047 -0.324 -0.804
S 1.608898 -2.544676 1.488028 -0.015 -0.130 -0.100 0.646
N 1.718197 -0.228806 2.890057 1.045 0.141 1.058 -0.023
N 0.761119 0.488992 2.318316 -0.799 0.211 -0.863 0.012
C -0.043875 1.112650 3.116470 0.292 -0.526 0.297 -0.281
C -0.163321 0.773237 4.570836 0.092 0.128 -0.058 -0.012
C -0.756900 2.282316 2.587935 -0.070 0.318 -0.068 -0.239
C -1.722193 2.968824 3.319870 0.022 -0.075 0.051 0.000
C -2.243307 4.146704 2.810365 0.062 0.000 -0.064 -0.030
C -1.763022 4.637441 1.604885 0.065 0.000 0.093 -0.037
C -0.804493 3.895747 0.938022 0.012 0.155 0.002 -0.131
N -0.333661 2.742356 1.399162 -0.164 -0.463 -0.265 0.053
H 5.988930 -3.030791 1.530446 0.029 0.030 0.009 0.076
H 4.868913 -1.735976 1.053167 0.018 -0.017 -0.028 0.042
H 6.050059 -1.462414 2.344923 -0.006 0.032 -0.035 0.076
H 3.801405 -3.536183 2.495792 -0.034 -0.060 0.053 0.065
H 4.846917 -3.034543 3.821024 -0.039 -0.027 0.004 0.116
H 3.764183 -0.889765 3.812484 -0.110 0.032 0.041 0.139
H 0.540062 -0.016772 4.817038 -0.044 0.028 0.028 0.072
H 0.045498 1.642109 5.197661 -0.044 -0.007 0.030 0.094
H -1.174035 0.424125 4.795052 -0.021 0.032 0.010 0.092
H -2.051823 2.591145 4.276926 -0.009 -0.020 -0.015 0.115
H -3.000453 4.688900 3.361034 -0.010 -0.007 0.000 0.119
H -2.127659 5.567248 1.192261 0.047 0.023 0.014 0.112
H -0.371774 4.232183 0.003065 -0.091 -0.076 -0.037 0.117
C -0.827004 3.233000 -4.378157 -0.084 -0.042 -0.037 -0.057
C -1.412249 2.073723 -3.590937 0.037 -0.197 0.452 -0.577
O -2.201850 1.245234 -4.439555 0.097 0.098 -0.188 -0.045
P -2.499315 2.609692 -2.180781 -0.231 0.149 0.034 0.519
O -2.765120 4.177796 -2.321355 0.117 -0.022 -0.016 -0.095
O -3.916826 1.987618 -2.463787 -0.103 0.123 -0.149 -0.070
O -2.025817 2.237277 -0.828039 0.180 -0.027 -0.001 -0.324
P -0.117852 1.094238 -2.725835 0.464 -0.295 -0.336 0.250
O 0.802994 0.470861 -3.891533 -0.021 0.315 -0.071 -0.115
O -0.836575 -0.042584 -2.059367 -0.063 -0.111 0.317 -0.347
O 0.681862 1.986951 -1.821734 -0.267 0.091 0.374 -0.352
H -1.602051 3.922485 -4.709678 0.013 0.006 -0.019 0.088
H -0.324711 2.835626 -5.260309 0.025 -0.002 0.016 0.094
H -0.101779 3.769779 -3.764708 -0.027 0.066 -0.028 0.088
H -2.084634 0.321995 -4.175316 -0.083 0.021 0.072 0.098
H -2.060903 4.739806 -1.968455 -0.111 -0.105 -0.047 0.095
H -4.156065 1.929735 -3.403220 0.130 -0.082 0.120 0.105
H 1.453129 1.115625 -4.210493 -0.086 -0.178 0.055 0.092
C 4.398755 -1.670425 -2.443037 0.172 0.190 0.009 -0.020
N 3.141944 -2.396293 -2.472219 -0.202 0.080 0.121 -0.112
C 2.878704 -3.504616 -3.235789 -0.084 -0.179 -0.084 -0.018
C 1.622517 -3.902060 -2.935919 0.163 -0.148 -0.101 -0.017
N 1.129662 -3.032879 -1.994550 0.178 0.200 -0.029 -0.087
C -0.162725 -3.180506 -1.347440 -0.153 0.043 0.164 -0.024
C 2.062051 -2.099551 -1.720778 -0.114 -0.053 -0.069 -0.608
Se 2.021494 -0.659284 -0.536107 0.149 -0.064 0.275 0.850
H 5.115805 -2.187720 -3.073745 -0.039 -0.040 -0.018 0.100
H 4.775583 -1.626269 -1.423152 -0.015 -0.029 -0.009 0.075
H 4.261880 -0.653159 -2.805461 -0.036 -0.027 -0.011 0.095
H 3.597403 -3.919670 -3.919271 0.012 0.034 0.012 0.133
H 1.050548 -4.734236 -3.305006 -0.030 0.026 0.021 0.134
H -0.764278 -3.876273 -1.926418 0.042 0.019 -0.057 0.105
H -0.660887 -2.217879 -1.305235 -0.002 0.140 -0.056 0.058
H -0.024948 -3.572997 -0.341205 -0.021 -0.029 -0.051 0.047
N -6.424876 -3.075605 1.998320 0.050 0.033 -0.013 0.189
C -5.472959 -2.467552 1.791923 -0.225 -0.151 0.059 -0.161
C -4.283801 -1.711738 1.532014 0.292 0.183 -0.065 -0.204
C -3.037829 -2.331862 1.525532 -0.106 0.058 0.005 0.020
C -1.921764 -1.561252 1.255370 0.079 -0.096 0.096 -0.113
N -1.985155 -0.255222 0.994265 0.153 0.401 -0.433 0.041
C -3.182727 0.339318 1.020171 -0.066 0.018 0.063 -0.096
C -4.354484 -0.344116 1.286192 -0.018 -0.085 0.061 0.023
H -2.943526 -3.389022 1.728096 0.024 0.004 0.007 0.129
H -0.931182 -1.994672 1.272241 0.091 -0.023 -0.018 0.032
H -3.194970 1.398801 0.804469 -0.039 -0.069 -0.001 0.099
H -5.303080 0.172697 1.297580 0.007 0.011 -0.014 0.129


(2)
54
Properties=species:S:1:pos:R:3:forces:R:3:nbo_charge:R:1 method="wB97M-V/def2-TZVPD" smiles=c1ccn(CCCCCCCCCCCCc2c[nH]c[nH+]2)c1 homo_lumo_gap_ev=7.38 homo_ev=-10.22 total_charge=+1
C -2.408828 3.863791 0.376730 -0.507 0.054 0.222 -0.316
C -1.394114 4.476965 1.127035 -0.068 0.088 0.381 -0.301
C -0.206987 4.099385 0.573732 -0.172 0.364 0.358 -0.071
N -0.470676 3.301476 -0.493037 1.409 0.178 -0.232 -0.330
C 0.606553 2.738511 -1.296191 -0.570 -0.918 0.064 -0.189
C 0.161328 2.329633 -2.677604 0.639 -0.023 -0.425 -0.409
C 1.345772 1.746084 -3.481684 -0.467 -0.096 0.064 -0.400
C 1.089962 0.366800 -4.111443 0.769 -0.481 0.604 -0.390
C 1.709457 -0.799929 -3.282568 -0.598 1.032 -0.282 -0.392
C 0.794728 -1.305948 -2.168128 0.244 -0.506 -0.160 -0.399
C 1.546240 -2.188545 -1.164250 0.346 0.173 -0.531 -0.402
C 2.644093 -1.458328 -0.374569 -0.855 0.274 0.059 -0.402
C 2.298977 -1.063307 1.063645 0.693 -0.588 0.172 -0.393
C 1.645629 -2.174828 1.899099 -0.627 0.512 -0.160 -0.412
C 0.106720 -2.082562 1.926337 0.265 -0.004 0.407 -0.379
C -0.451222 -1.959256 3.352396 -0.298 -0.850 -0.207 -0.437
C -1.935661 -1.897335 3.294809 0.603 0.044 0.336 0.169
C -2.651962 -0.865633 2.829646 -0.261 0.061 -0.061 -0.067
N -3.986092 -1.230112 2.910860 0.747 0.694 -0.256 -0.445
C -4.053706 -2.439088 3.414735 -1.252 -0.690 0.100 0.260
N -2.838963 -2.884057 3.663583 0.778 0.597 -0.266 -0.458
C -1.809033 3.150686 -0.621900 -0.492 -0.237 -0.096 -0.076
H -3.459427 3.956753 0.570302 -0.246 -0.017 -0.161 0.217
H -1.536172 5.125888 1.966202 0.063 0.161 0.226 0.223
H 0.781349 4.373982 0.876960 0.371 -0.052 -0.158 0.213
H 1.461060 3.399739 -1.327125 -0.020 0.505 -0.022 0.212
H 0.966267 1.828234 -0.812755 0.095 -0.144 0.223 0.181
H -0.617596 1.579777 -2.607464 -0.264 -0.095 0.054 0.196
H -0.232651 3.182767 -3.218947 -0.288 0.161 0.012 0.217
H 2.224375 1.664081 -2.846295 0.168 0.019 0.210 0.192
H 1.614913 2.471437 -4.239750 0.067 0.054 -0.276 0.218
H 0.027916 0.171765 -4.225759 -0.211 0.106 -0.304 0.196
H 1.580565 0.324221 -5.076380 -0.176 0.095 -0.358 0.214
H 2.646699 -0.412900 -2.894770 0.247 -0.150 0.131 0.191
H 1.955387 -1.603040 -3.968948 0.022 -0.348 0.040 0.208
H 0.049299 -1.936128 -2.650298 -0.305 -0.002 -0.014 0.206
H 0.241404 -0.498742 -1.694216 0.074 0.312 0.233 0.184
H 0.850257 -2.742404 -0.540715 -0.069 0.004 0.228 0.191
H 2.044320 -2.933049 -1.781445 0.019 -0.308 -0.022 0.209
H 3.558630 -2.039566 -0.385047 0.157 -0.137 0.098 0.211
H 2.841261 -0.535456 -0.910680 0.374 0.137 -0.068 0.206
H 1.727798 -0.140065 1.105375 -0.360 0.072 -0.027 0.192
H 3.244919 -0.825925 1.545548 0.147 0.184 0.057 0.216
H 1.918678 -3.153830 1.525926 0.303 -0.191 -0.056 0.218
H 2.005908 -2.098368 2.919099 0.132 -0.083 0.233 0.207
H -0.220178 -1.206795 1.375683 -0.090 0.135 -0.259 0.203
H -0.358588 -2.949992 1.464933 -0.049 -0.108 -0.179 0.204
H -0.182899 -2.836137 3.935353 0.311 -0.084 0.167 0.222
H -0.065719 -1.084086 3.859290 0.100 0.193 0.110 0.245
H -2.229938 0.047291 2.463554 -0.471 0.421 -0.178 0.266
H -4.760647 -0.663338 2.608927 -0.209 -0.033 0.050 0.460
H -4.969315 -2.975058 3.565254 -0.117 -0.168 0.112 0.251
H -2.583048 -3.785105 4.030209 -0.157 -0.159 0.103 0.457
H -2.267039 2.569645 -1.393253 0.058 -0.158 -0.292 0.211


(3)
25
Properties=species:S:1:pos:R:3:forces:R:3:nbo_charge:R:1 method="wB97M-V/def2-TZVPD" homo_lumo_gap_ev="12.94 / 4.70" s2=2.007 homo_ev="-23.57 / -22.93" e_above_lowest_kcal_mol=0.00 multiplicity=3 total_charge=+3
Ag 0.157512 -0.039031 0.074854 1.349 -0.693 -0.107 1.766
O -2.196948 -0.227341 0.274074 0.361 0.088 0.108 -0.988
H -2.672108 -0.523671 1.050364 -0.317 -0.186 0.555 0.522
H -2.764448 -0.463971 -0.459536 -0.318 -0.077 -0.580 0.528
O 1.727192 1.572199 -0.479676 -1.314 -0.063 0.370 -0.883
H 2.630482 1.698269 -0.189166 0.861 -0.390 0.491 0.546
H 1.684982 2.010719 -1.329476 -0.127 0.209 -0.734 0.528
O -0.386818 -0.639321 -2.114736 0.084 0.487 0.518 -0.947
H -0.401428 -0.120881 -2.919246 -0.113 0.613 -0.400 0.532
H -0.720008 -1.497691 -2.376296 -0.230 -0.751 0.084 0.535
O 1.567562 -0.369501 1.786164 -0.761 0.978 -0.272 -0.918
H 1.335532 0.184919 2.531154 -0.330 0.472 0.554 0.532
H 2.300502 -0.899051 2.100174 0.627 -0.800 -0.301 0.552
O -0.515838 1.577049 1.737204 0.902 -0.991 -0.326 -0.790
H -1.357928 1.597969 2.191814 -0.989 -0.165 0.288 0.537
H -0.281568 2.498139 1.623454 0.352 0.964 -0.392 0.539
O 1.664042 -1.523501 -0.783136 0.142 0.294 0.308 -0.932
H 2.056992 -2.252051 -0.302466 0.027 -0.450 0.524 0.528
H 2.001062 -1.614441 -1.674406 0.009 0.290 -0.772 0.536
O -1.249268 2.007419 -1.157476 0.731 -0.550 0.400 -0.868
H -2.179958 2.195059 -1.035616 -0.714 0.138 0.160 0.521
H -0.988408 2.556969 -1.896516 0.106 0.591 -0.505 0.512
O -0.282698 -2.295211 0.920084 -0.096 0.492 -0.505 -0.931
H -1.173428 -2.614961 0.776584 -0.541 -0.289 -0.116 0.516
H 0.045002 -2.818081 1.651824 0.301 -0.211 0.650 0.528


(4)
14
Properties=species:S:1:pos:R:3:forces:R:3:nbo_charge:R:1 method="wB97M-V/def2-TZVPD" homo_lumo_gap_ev=7.19 homo_ev=-8.20 e_above_lowest_kcal_mol=177.08
C -0.389068 1.488407 -1.552141 -3.187 3.201 -1.001 0.095
C -1.362334 2.370093 -1.758978 2.355 -2.178 0.602 -0.419
C 0.045125 0.568656 -0.668803 2.014 -2.026 0.668 -0.319
C -0.930275 0.682393 0.277684 -0.518 -0.279 2.164 -0.261
C -1.051230 -0.074983 1.660276 0.812 -0.344 -1.076 -0.649
C 1.953986 -0.899484 -0.479050 -3.308 2.011 -1.803 0.130
O 1.910814 -1.709542 -1.552295 -1.294 -0.772 2.011 -0.620
S -2.099536 1.957717 -0.204263 0.712 -0.469 -0.400 0.428
H -1.961923 0.233592 2.275608 1.420 -0.582 -0.878 0.242
H -0.082421 -0.073073 2.231372 -0.967 1.056 -0.104 0.214
H -0.997569 -1.163908 1.413644 -1.131 0.540 0.165 0.208
H 1.278968 -1.040720 0.389720 1.304 -0.396 -0.346 0.225
H 2.533376 0.015251 -0.652108 0.281 -0.732 0.600 0.226
H 1.152087 -2.354398 -1.380668 1.507 0.973 -0.603 0.501